(1)
# C5H7FOS

An isolated molecule of C5H7FOS (ωB97M-V/def2-TZVPD, OMol25).

Geometry as XYZ:
```
15
Properties=species:S:1:pos:R:3
C -0.937 0.165 0.463
C -0.657 1.655 0.126
C 0.780 1.239 -0.141
C 0.415 -0.250 -0.195
C 1.298 -1.250 0.500
H -3.302 -0.056 0.526
H -0.903 -0.049 1.569
H -0.831 2.397 0.890
H -1.161 1.953 -0.795
H 0.252 -0.539 -1.239
H 0.724 -2.170 0.649
H 1.678 -0.894 1.444
O 1.829 1.832 -0.149
F 2.389 -1.541 -0.285
S -2.374 -0.674 -0.238
```

Summary:
E_HOMO = -9.56 eV
E_LUMO = 0.6 eV
SMILES = O=C1C[C@@H](S)[C@@H]1CF
maximum force = 0.0230 hartree/bohr
frontier orbital gap = 10.20 eV
2S+1 = 1
energy above the lowest of the compared OMol25 structures with the same formula, charge and spin = 37.35 kJ/mol
calculated total energy = -20897.6904 eV


(2)
# C5H7FS

An isolated molecule of C5H7FS (ωB97M-V/def2-TZVPD, OMol25).

Geometry as XYZ:
```
14
Properties=species:S:1:pos:R:3
C 1.035 1.658 0.303
C 0.738 0.176 0.145
C 0.210 -0.984 -0.720
C -1.055 -1.337 0.173
C -0.422 1.090 0.246
H 1.564 2.022 1.224
H 0.965 -0.280 1.148
H -0.107 -0.727 -1.779
H 0.824 -1.809 -0.716
H -0.898 -2.093 0.960
H -1.832 -1.604 -0.532
H -0.777 1.290 -0.822
F 1.438 2.430 -0.735
S -1.681 0.169 1.106
```

Summary:
E_HOMO = -8.68 eV
E_LUMO = 1.0 eV
SMILES = F[C@@H]1[C@@H]2CCS[C@@H]12
maximum force = 0.0529 hartree/bohr
frontier orbital gap = 9.69 eV
2S+1 = 1
energy above the lowest of the compared OMol25 structures with the same formula, charge and spin = 258.88 kJ/mol
calculated total energy = -18847.9563 eV


(3)
# C5H7FS2

An isolated molecule of C5H7FS2 (ωB97M-V/def2-TZVPD, OMol25).

Geometry as XYZ:
```
15
Properties=species:S:1:pos:R:3
C -1.182 -0.436 0.041
C -0.144 -1.124 0.888
C 1.709 0.441 -0.547
C -0.921 0.971 -0.415
C -2.028 0.655 0.576
H -0.055 -0.615 1.832
H -0.452 -2.146 1.080
H 1.619 0.439 -1.635
H 2.747 0.747 -0.269
H -1.226 1.211 -1.422
H -3.059 0.718 0.195
H -1.928 0.944 1.613
F -1.742 -1.265 -0.898
S 1.480 -1.266 0.083
S 0.610 1.705 0.131
```

Summary:
E_HOMO = -8.83 eV
E_LUMO = 0.8 eV
SMILES = F[C@@]12CSCS[C@@H]1C2
maximum force = 0.0174 hartree/bohr
frontier orbital gap = 9.60 eV
2S+1 = 1
energy above the lowest of the compared OMol25 structures with the same formula, charge and spin = 36.57 kJ/mol
calculated total energy = -29685.5830 eV


(4)
# C5H7I

A cluster of 2 separate species, C5H7I in total (ωB97M-V/def2-TZVPD, OMol25).

Geometry as XYZ:
```
13
Properties=species:S:1:pos:R:3
C 0.631 -1.745 1.099
C -0.075 2.138 -0.369
C 0.050 -0.910 0.272
C 0.625 1.293 0.329
C -0.871 -0.940 -0.912
I 2.183 1.629 1.647
H 0.348 -2.776 1.154
H 1.408 -1.428 1.786
H 0.311 3.159 -0.547
H -1.062 2.178 -0.925
H -1.549 -1.855 -1.008
H -1.567 -0.033 -0.651
H -0.432 -0.711 -1.875
```

Summary:
E_HOMO = -8.65 eV
E_LUMO = 0.4 eV
maximum force = 0.0896 hartree/bohr
frontier orbital gap = 9.08 eV
2S+1 = 1
energy above the lowest of the compared OMol25 structures with the same formula, charge and spin = 303.70 kJ/mol
calculated total energy = -13394.3342 eV


(5)
# C5H7IN2O2S

A cluster of 2 separate species, C5H7IN2O2S in total (ωB97M-V/def2-TZVPD, OMol25).

Geometry as XYZ:
```
18
Properties=species:S:1:pos:R:3
C 1.060 -0.094 0.323
C -0.550 -1.717 0.635
C 1.750 -1.405 0.666
C -0.529 2.073 -1.826
C -1.367 0.571 0.162
N 0.667 -2.357 0.799
N -0.306 -0.357 0.245
O 1.519 0.975 0.044
O -1.602 -2.283 0.785
S -1.385 1.831 1.433
I -3.104 -0.165 -0.745
H 2.528 -1.709 -0.111
H 2.317 -1.199 1.531
H 0.427 1.582 -1.685
H -1.039 1.870 -2.747
H -0.624 3.053 -1.389
H 0.665 -3.302 0.972
H -0.426 2.634 0.907
```

Summary:
E_HOMO (alpha / beta) = -8.40 / -7.95 eV
E_LUMO (alpha / beta) = -0.6 / 0.2 eV
maximum force = 0.0832 hartree/bohr
frontier orbital gap (alpha / beta) = 7.82 / 8.13 eV
2S+1 = 1
energy above the lowest of the compared OMol25 structures with the same formula, charge and spin = 269.19 kJ/mol
calculated total energy = -31306.5596 eV


(6)
# C5H7IO

An isolated molecule of C5H7IO (ωB97M-V/def2-TZVPD, OMol25).

Geometry as XYZ:
```
14
Properties=species:S:1:pos:R:3
C 1.047 1.390 0.053
C 1.786 0.316 -0.149
C -0.436 1.147 0.284
C -0.651 -0.413 0.158
C 0.607 -1.120 -0.346
O 1.047 -2.204 0.363
I 3.837 -0.062 0.023
H 1.349 2.404 0.165
H -0.955 1.375 1.210
H -0.954 1.588 -0.488
H -1.013 -1.184 1.040
H -1.476 -0.674 -0.485
H 0.552 -1.480 -1.415
H 2.038 -2.355 0.248
```

Summary:
E_HOMO = -9.04 eV
E_LUMO = 0.5 eV
SMILES = O[C@H]1CCC=C1I
maximum force = 0.0743 hartree/bohr
frontier orbital gap = 9.50 eV
2S+1 = 1
energy above the lowest of the compared OMol25 structures with the same formula, charge and spin = 90.44 kJ/mol
calculated total energy = -15443.9407 eV


(7)
# C5H7IrO4

A structure of composition C5H7IrO4 (ωB97M-V/def2-TZVPD, OMol25).

Geometry as XYZ:
```
17
Properties=species:S:1:pos:R:3
O -2.193 -1.232 1.242
C -1.502 -0.177 1.218
O -0.571 -0.365 0.057
O -1.396 0.793 1.902
Ir -1.444 -2.033 -0.368
C 0.733 1.060 -1.272
C 0.512 0.443 -0.055
H 0.001 0.928 -2.076
H 1.430 1.902 -1.267
O 4.174 -0.896 -0.039
C 3.092 -0.019 0.201
C 1.933 -0.434 -0.696
H 4.826 -0.795 0.660
H 3.373 1.025 -0.017
H 2.794 -0.078 1.261
H 1.637 -1.467 -0.457
H 2.314 -0.585 -1.714
```

Summary:
E_HOMO (alpha / beta) = -18.10 / -18.01 eV
E_LUMO (alpha / beta) = -11.0 / -12.4 eV
maximum force = 0.1282 hartree/bohr
frontier orbital gap (alpha / beta) = 7.11 / 5.59 eV
charge = +2
2S+1 = 5
energy above the lowest of the compared OMol25 structures with the same formula, charge and spin = 220.09 kJ/mol
calculated total energy = -16297.6375 eV


(8)
# C5H7LiLuO5

A structure of composition C5H7LiLuO5 (ωB97M-V/def2-TZVPD, OMol25).

Geometry as XYZ:
```
19
Properties=species:S:1:pos:R:3
O -1.223 -1.102 2.165
C -0.149 -1.666 2.229
C 0.769 -1.833 1.057
O 0.188 -1.389 -0.148
Li -1.605 -0.307 0.422
H 0.200 -2.116 3.178
H 0.995 -2.909 0.967
H 1.731 -1.352 1.293
H -2.185 3.051 -1.104
C -1.694 2.105 -0.812
C -0.237 2.123 -0.536
Lu -0.018 -0.499 -3.293
O -2.368 1.079 -0.760
H -0.013 2.957 0.148
H 0.328 2.315 -1.462
O 0.255 0.835 0.083
C 0.680 -0.202 -0.770
O 2.024 -0.206 -1.018
H 2.321 -0.885 -1.640
```

Summary:
E_HOMO (alpha / beta) = -16.01 / -16.33 eV
E_LUMO (alpha / beta) = -8.4 / -10.3 eV
maximum force = 0.0433 hartree/bohr
frontier orbital gap (alpha / beta) = 7.58 / 6.04 eV
charge = +2
2S+1 = 2
calculated total energy = -49341.5256 eV


(9)
# C5H7N

An isolated molecule of C5H7N (ωB97M-V/def2-TZVPD, OMol25).

Geometry as XYZ:
```
13
Properties=species:S:1:pos:R:3
C 1.977 0.042 0.281
C 0.667 0.040 0.535
C -0.261 1.189 0.504
C -1.372 0.773 -0.106
C -1.185 -0.675 -0.490
N -0.165 -1.100 0.473
H 2.499 -0.885 0.065
H -0.729 -0.677 -1.502
H 2.526 0.968 0.164
H -0.005 2.193 0.825
H -2.226 1.369 -0.404
H -2.072 -1.313 -0.522
H 0.346 -1.924 0.178
```

Summary:
E_HOMO = -8.15 eV
E_LUMO = 1.1 eV
SMILES = C=C1C=CCN1
maximum force = 0.0085 hartree/bohr
frontier orbital gap = 9.27 eV
2S+1 = 1
energy above the lowest of the compared OMol25 structures with the same formula, charge and spin = 137.06 kJ/mol
calculated total energy = -6787.0920 eV


(10)
# C5H7N

A cluster of 2 separate species, C5H7N in total (ωB97M-V/def2-TZVPD, OMol25).

Geometry as XYZ:
```
13
Properties=species:S:1:pos:R:3
C 0.803 -1.038 0.234
C -2.036 0.879 0.475
C 1.417 -0.097 -0.169
C -1.967 1.265 -0.903
C 2.441 0.738 -0.833
N -1.761 0.673 1.550
H 0.302 -1.298 1.218
H -2.181 2.298 -1.250
H -2.732 0.816 -1.520
H -0.895 0.947 -1.268
H 2.439 1.780 -0.386
H 2.437 0.894 -1.890
H 3.525 0.437 -0.755
```

Summary:
E_HOMO = -10.19 eV
E_LUMO = 0.7 eV
SMILES = C#CC.CC#N
maximum force = 0.0847 hartree/bohr
frontier orbital gap = 10.91 eV
2S+1 = 1
energy above the lowest of the compared OMol25 structures with the same formula, charge and spin = 338.82 kJ/mol
calculated total energy = -6785.0009 eV


(11)
# C5H7N

An isolated molecule of C5H7N (ωB97M-V/def2-TZVPD, OMol25).

Geometry as XYZ:
```
13
Properties=species:S:1:pos:R:3
C 0.157 -1.079 -0.845
C 0.936 0.141 -0.461
C -0.490 0.265 -0.920
N -0.881 0.922 0.366
C -0.360 -0.032 1.827
C 0.488 0.727 0.915
H -0.148 -1.835 -0.125
H 0.422 -1.482 -1.820
H 1.834 0.461 -0.978
H -0.900 0.694 -1.829
H -0.465 -1.075 1.500
H -1.601 0.668 1.117
H 1.009 1.626 1.254
```

Summary:
E_HOMO = -8.37 eV
E_LUMO = 1.1 eV
maximum force = 0.0134 hartree/bohr
frontier orbital gap = 9.47 eV
2S+1 = 1
energy above the lowest of the compared OMol25 structures with the same formula, charge and spin = 603.43 kJ/mol
calculated total energy = -6782.2585 eV


(12)
# C5H7N

An isolated molecule of C5H7N (ωB97M-V/def2-TZVPD, OMol25).

Geometry as XYZ:
```
13
Properties=species:S:1:pos:R:3
C 0.711 0.034 1.309
C -0.004 -0.307 0.010
C -1.229 0.382 -0.415
C 0.054 0.708 -1.132
C 0.823 -2.322 -0.763
N -0.076 -1.738 -0.250
H 0.507 1.079 1.579
H 0.311 -0.603 2.101
H 1.806 -0.096 1.284
H -1.667 1.064 0.292
H -1.923 -0.267 -0.941
H 0.496 1.687 -0.917
H 0.190 0.380 -2.158
```

Summary:
E_HOMO = -10.27 eV
E_LUMO = 0.9 eV
maximum force = 0.0457 hartree/bohr
frontier orbital gap = 11.14 eV
2S+1 = 1
energy above the lowest of the compared OMol25 structures with the same formula, charge and spin = 255.73 kJ/mol
calculated total energy = -6785.8621 eV